This record from the OMol25 dataset describes a molecular structure, C33H41BBrClN9O5PPrS2. The level of theory is ωB97M-V/def2-TZVPD.

Values from the calculation:
- spin multiplicity = 3
- charge = -1
- ⟨S²⟩ = 2.00
- relative energy (zero: lowest compared OMol25 entry of this formula, charge and spin) (kJ/mol) = 18.46
- DFT total energy (a.u.) = -6865.32983
- max |F| (eV/A) = 0.60
- HOMO energy (spin up / spin down) (eV) = -4.4 / -4.5
- gap between HOMO and LUMO (spin up / spin down) (eV) = 6.84 / 6.86

Last column: Mulliken spin population.
Cartesian coordinates (Å):
Pr (0.27, 0.17, -0.61)  1.995
C (-2.51, 3.11, 1.91)  0.001
C (-2.16, 2.01, 1.12)  0.007
N (-0.99, 2.19, 0.53)  -0.014
N (-0.56, 3.42, 0.92)  0.009
C (-1.45, 3.98, 1.75)  0.001
B (0.83, 3.88, 0.40)  -0.001
N (0.85, 3.74, -1.16)  0.001
C (0.72, 4.72, -2.08)  0.000
C (0.93, 4.16, -3.32)  0.000
C (1.17, 2.81, -3.06)  0.002
N (1.12, 2.56, -1.76)  0.000
N (1.94, 2.96, 0.98)  0.003
C (2.97, 3.29, 1.79)  0.001
C (3.75, 2.17, 1.97)  -0.001
C (3.11, 1.18, 1.23)  0.000
N (2.01, 1.66, 0.66)  0.002
N (1.20, 5.33, 0.74)  0.000
C (2.32, 5.93, 0.27)  0.000
C (2.36, 7.21, 0.76)  0.000
C (1.18, 7.30, 1.54)  0.000
N (0.49, 6.18, 1.52)  0.000
H (-3.40, 3.24, 2.50)  0.000
H (-2.70, 1.09, 0.94)  -0.001
H (-1.28, 4.97, 2.15)  0.000
H (0.52, 5.74, -1.79)  0.000
H (0.91, 4.66, -4.28)  0.000
H (1.39, 2.00, -3.74)  0.000
H (3.08, 4.29, 2.17)  0.000
H (4.65, 2.09, 2.55)  0.000
H (3.38, 0.14, 1.09)  -0.001
H (3.01, 5.41, -0.38)  0.000
H (3.11, 7.96, 0.59)  0.000
H (0.82, 8.14, 2.11)  0.000
C (-0.19, -4.94, 4.09)  0.000
C (0.73, -4.16, 3.18)  0.000
O (0.30, -2.80, 3.20)  0.000
P (1.09, -1.68, 2.32)  -0.002
S (1.42, -2.39, 0.49)  -0.003
S (0.16, 0.01, 2.65)  -0.002
O (2.57, -1.68, 2.98)  0.000
C (2.87, -0.93, 4.17)  0.000
C (2.27, -1.54, 5.42)  0.000
H (0.05, -6.00, 4.06)  0.000
H (-1.23, -4.80, 3.77)  0.000
H (-0.10, -4.59, 5.12)  0.000
H (0.69, -4.54, 2.16)  0.000
H (1.77, -4.22, 3.52)  0.000
H (2.53, 0.10, 4.04)  0.000
H (3.96, -0.93, 4.22)  0.000
H (1.18, -1.45, 5.41)  0.000
H (2.65, -1.02, 6.30)  0.000
H (2.53, -2.60, 5.50)  0.000
Br (-1.72, -3.18, -3.76)  0.000
C (0.17, -3.24, -3.50)  0.000
C (0.80, -4.40, -3.93)  0.000
C (2.18, -4.46, -3.80)  0.000
C (2.84, -3.37, -3.28)  0.000
C (2.11, -2.27, -2.86)  -0.001
N (0.77, -2.21, -2.94)  0.001
C (2.90, -1.06, -2.33)  0.004
O (4.09, -1.06, -2.56)  0.001
O (2.22, -0.17, -1.71)  -0.001
H (0.22, -5.20, -4.36)  0.000
H (2.71, -5.35, -4.12)  0.000
H (3.92, -3.33, -3.18)  0.000
C (-3.00, -1.43, 2.82)  0.000
C (-3.09, -2.15, 1.50)  0.000
O (-1.92, -1.93, 0.71)  -0.004
C (-1.95, -2.71, -0.48)  -0.004
C (-1.67, -4.19, -0.27)  0.000
H (-3.93, -1.62, 3.37)  0.000
H (-2.88, -0.36, 2.69)  0.000
H (-2.16, -1.80, 3.41)  0.000
H (-3.96, -1.81, 0.93)  0.000
H (-3.21, -3.22, 1.67)  0.000
H (-1.19, -2.29, -1.14)  0.001
H (-2.91, -2.57, -0.98)  0.000
H (-0.67, -4.32, 0.15)  0.000
H (-1.73, -4.71, -1.23)  0.000
H (-2.40, -4.64, 0.41)  0.000
Cl (-4.28, 0.07, -1.17)  0.000
C (-3.81, -0.15, -2.84)  -0.001
C (-4.75, -0.74, -3.69)  0.001
C (-4.45, -0.91, -5.03)  -0.001
C (-3.22, -0.47, -5.50)  0.001
C (-2.30, 0.10, -4.64)  -0.001
C (-2.54, 0.28, -3.27)  0.003
C (-1.53, 0.87, -2.39)  0.016
H (-5.70, -1.04, -3.28)  0.000
H (-5.18, -1.36, -5.70)  0.000
H (-2.97, -0.59, -6.55)  0.000
H (-1.34, 0.42, -5.03)  0.000
H (-1.99, 1.63, -1.76)  -0.006
H (-0.81, 1.37, -3.03)  -0.007